Formula: C22H29I2IrN3O4Si
Source: the Open Molecules 2025 dataset
Level of theory: wB97M-V/def2-TZVPD

Output
* HOMO-LUMO gap (spin up / spin down): 2.8 / 2.7 eV
* 2S+1: 2
* LUMO energy (spin up / spin down): -9.03 / -9.17 eV
* net charge: +2
* ⟨S²⟩: 0.78
* ΔE to the lowest compared entry with this formula, charge and spin: 91.48 kcal per mole
* largest force on an atom: 4.1 eV/A

Positions of all 62 atoms, in Å:
Ir  0.7174  0.5647  0.2360
C  3.4632  -3.8497  -1.7891
N  3.2590  -2.9274  -0.6758
C  4.3050  -2.9254  0.3476
C  2.2664  -2.0499  -0.6221
O  2.1788  -1.1958  0.2802
C  1.2022  -2.1099  -1.7125
O  0.1044  -1.2667  -1.3758
C  -1.1437  -1.9217  -1.2428
C  -1.6387  -1.1297  1.1804
O  -0.7757  -0.3270  1.5641
N  -2.2732  -1.9605  1.9834
C  -1.9827  -1.9688  3.4155
C  -3.2825  -2.9212  1.5465
H  4.0778  -4.6759  -1.4430
H  2.5269  -4.2610  -2.1603
H  3.9829  -3.3565  -2.6128
H  4.3491  -3.9089  0.8147
H  5.2705  -2.7042  -0.1069
H  4.0780  -2.1785  1.0978
H  1.6247  -1.7624  -2.6579
H  0.8612  -3.1371  -1.8458
H  -1.6277  -1.9863  -2.2180
H  -1.0260  -2.9246  -0.8243
H  -1.1543  -1.3045  3.6335
H  -2.8625  -1.6325  3.9650
H  -1.7344  -2.9790  3.7378
H  -3.5191  -2.7904  0.4951
H  -2.9228  -3.9364  1.7153
H  -4.1943  -2.7840  2.1276
I  1.1070  4.4092  -3.3302
C  2.1780  4.1728  -1.5607
C  3.1125  5.1140  -1.1259
C  3.8240  4.9397  0.0384
I  5.2262  6.3908  0.5883
C  3.6037  3.7917  0.8424
C  4.2637  3.4868  2.0494
C  3.9531  2.3364  2.7342
C  2.9521  1.4935  2.2435
N  2.3214  1.7578  1.1167
C  2.6373  2.8626  0.4018
C  1.9202  3.0129  -0.8212
O  1.0816  2.0952  -1.1841
H  3.2815  6.0003  -1.7224
H  5.0160  4.1629  2.4333
H  4.4596  2.0789  3.6526
H  2.6584  0.5929  2.7662
C  -4.4525  1.0333  -2.9420
Si  -4.3859  0.8050  -1.0725
C  -5.7556  -0.1631  -0.2095
C  -4.1915  2.5125  -0.2840
C  -2.9060  -0.2633  -0.6919
C  -2.0091  -1.0885  -0.3024
H  -5.4053  1.4881  -3.2158
H  -4.3540  0.0965  -3.4914
H  -3.6500  1.6984  -3.2621
H  -6.7251  0.2945  -0.4096
H  -5.6025  -0.1624  0.8711
H  -5.7955  -1.1989  -0.5523
H  -5.1282  3.0545  -0.4188
H  -3.3907  3.0646  -0.7761
H  -3.9743  2.4415  0.7815

Atomic forces in eV per Å
Ir 2.641 2.839 -1.472
C -0.005 0.054 -0.167
N -0.030 -0.045 0.025
C 0.041 0.035 0.017
C 0.037 0.143 0.245
O -0.279 -0.216 0.050
C 0.288 -0.048 -0.043
O -0.478 0.452 0.565
C 0.245 -0.059 -0.577
C 0.234 0.512 1.321
O 0.074 -0.754 -0.078
N -0.193 -0.048 -0.472
C 0.196 0.045 0.318
C -0.143 -0.077 -0.008
H -0.027 -0.016 0.017
H 0.018 -0.023 0.041
H 0.015 -0.021 0.015
H 0.004 0.001 -0.028
H -0.020 0.008 -0.018
H 0.004 0.033 0.006
H -0.039 0.005 0.000
H -0.055 0.043 -0.041
H -0.045 -0.101 0.053
H -0.053 0.023 0.082
H 0.008 -0.007 -0.047
H -0.036 -0.020 -0.079
H -0.010 -0.019 -0.084
H -0.006 -0.019 -0.007
H 0.038 0.032 -0.005
H 0.025 0.052 -0.002
I 0.141 0.125 0.086
C -0.624 -1.085 0.118
C 0.326 0.210 0.280
C 0.063 0.157 -0.081
I -0.122 -0.124 -0.038
C 0.002 0.016 -0.029
C -0.028 -0.154 0.097
C 0.038 0.124 -0.103
C -0.064 -0.171 0.024
N -1.857 -1.293 0.127
C -0.263 0.388 -0.794
C 1.192 1.457 0.385
O -1.173 -2.445 0.625
H -0.007 -0.022 -0.028
H 0.009 0.007 -0.025
H -0.025 0.004 0.015
H -0.015 0.025 0.014
C 0.392 -0.623 0.142
Si -1.612 1.497 0.011
C 0.444 -0.139 -0.368
C 0.515 -0.743 -0.082
C 0.960 -0.664 0.421
C -0.407 0.342 -0.626
H -0.076 0.004 0.187
H -0.089 0.028 -0.052
H 0.007 0.031 0.069
H 0.023 0.075 -0.036
H 0.006 0.050 0.004
H -0.083 0.009 0.002
H -0.067 -0.069 -0.037
H -0.011 0.072 0.042
H -0.044 0.105 0.023

Computed Löwdin charges, given in elementary charges: Ir 1.2971; C -0.0066; N -0.1204; C 0.0069; C -0.3933; O -0.0765; C -0.0649; O -0.1761; C -0.0947; C -0.3887; O -0.0683; N -0.0922; C 0.0265; C 0.0090; H 0.1038; H 0.0887; H 0.1129; H 0.1055; H 0.1095; H 0.0856; H 0.1628; H 0.1297; H 0.1542; H 0.1539; H 0.0990; H 0.1154; H 0.1116; H 0.0877; H 0.1121; H 0.1123; I 0.9575; C -0.6366; C -0.2027; C -0.6550; I 0.9793; C -0.1978; C -0.0022; C -0.0169; C -0.0911; N -0.0183; C -0.1530; C -0.4552; O -0.2534; H 0.0902; H 0.0767; H 0.1193; H 0.1220; C -0.1345; Si 0.5454; C -0.1571; C -0.1422; C 0.2464; C -0.1465; H 0.0590; H 0.0400; H 0.0494; H 0.0531; H 0.0409; H 0.0393; H 0.0563; H 0.0453; H 0.0403


Formula: C22H29N3O4
Source: the Open Molecules 2025 dataset
Level of theory: wB97M-V/def2-TZVPD

Output
* HOMO-LUMO gap: 7.7 eV
* 2S+1: 1
* LUMO energy: 0.55 eV
* ΔE to the lowest compared entry with this formula, charge and spin: 509.66 kcal per mole
* largest force on an atom: 16.6 eV/A

Positions of all 58 atoms, in Å:
O  -4.2965  -0.2020  1.8500
C  -3.8701  0.0406  0.6168
N  -4.2383  1.3081  -0.0453
C  -4.8308  1.1756  -1.4124
H  -4.4152  0.2095  -2.0965
H  -4.6746  2.0753  -1.8012
C  -6.5039  0.9170  -1.2290
O  -7.0729  2.0613  -0.7571
C  -6.6647  2.0288  0.6125
H  -7.1008  2.7594  1.2159
C  -5.1562  2.4033  0.8082
H  -4.8674  2.1995  1.7197
H  -4.8113  3.0121  0.2915
H  -6.8506  1.1253  1.2009
H  -6.8124  1.1224  -2.5394
H  -6.7387  0.0162  -0.8723
N  -3.2200  -0.9683  -0.0949
C  -2.1785  -0.3602  -0.8498
H  -2.2468  0.8071  -1.3521
C  -0.8916  -0.2287  0.0294
N  -0.6188  -1.6117  0.3229
C  0.6308  -1.6271  1.1740
H  1.2104  -0.6290  1.2217
C  1.5829  -2.5381  0.2893
O  1.0519  -3.6720  -0.3464
H  0.2118  -3.6463  -0.3361
C  1.9127  -2.0854  -1.2456
O  2.3706  -0.4034  -1.1606
C  3.5306  -0.3204  -0.6170
C  3.9243  1.0078  -0.4403
C  5.1817  1.5796  -0.1685
C  5.4456  2.8030  -0.0176
C  6.7633  3.2458  0.5131
C  7.7202  2.1181  0.6468
C  7.4451  0.8556  0.4614
C  6.2346  0.7019  0.0974
C  5.9072  -0.8475  -0.3433
C  4.6257  -1.2238  -0.2882
H  4.4104  -2.2456  -0.7098
H  6.5396  -1.4675  0.0544
H  8.3308  0.1006  0.7515
H  8.5898  2.6370  1.2117
H  6.8615  4.2054  0.6938
H  4.6489  3.4234  -0.0010
H  3.0006  1.8360  -0.7254
H  2.7544  -2.5687  -1.8496
H  1.0353  -1.9540  -1.7410
H  2.7272  -2.9249  0.6657
H  0.7043  -2.1208  1.8891
C  -1.7930  -1.9844  1.3179
C  -2.9227  -2.0472  0.3960
H  -3.7603  -2.3435  1.0290
H  -2.6525  -2.7529  -0.4737
H  -1.3722  -3.1334  1.7462
H  -1.6986  -1.4407  2.2404
H  0.0152  0.1611  -0.4924
H  -1.0277  0.3803  0.6717
H  -2.0806  -0.9697  -1.7320

Atomic forces in eV per Å
O 2.102 1.156 -5.115
C -4.587 0.581 4.661
N 0.054 -2.830 1.380
C -2.129 -6.772 2.241
H -0.886 2.975 2.065
H 0.331 3.562 -2.515
C 3.909 5.154 -9.526
O -0.403 -0.284 3.251
C 2.283 1.072 0.817
H -1.601 1.627 0.378
C -5.747 -13.683 0.684
H 1.549 -0.124 4.877
H 4.732 11.620 -7.188
H -0.072 -0.519 -0.813
H 0.665 -1.649 3.702
H -1.223 -3.433 1.691
N -4.037 15.291 -5.156
C 2.679 4.519 -3.046
H -0.906 -3.412 1.745
C 1.668 -7.451 -11.392
N 0.288 0.200 5.528
C 2.203 6.647 -14.601
H -1.245 -1.424 0.217
C 5.063 0.020 -3.904
O 8.153 -2.946 1.630
H -9.905 0.402 0.027
C 3.531 4.022 3.130
O -2.695 -5.003 -1.047
C 4.160 4.830 1.472
C -4.335 1.996 -1.361
C -0.291 -7.541 -0.006
C 5.634 7.391 3.018
C -2.958 -9.078 -3.200
C 1.748 10.378 3.197
C 6.986 -1.897 2.235
C -6.045 -8.971 -4.783
C -2.908 7.309 2.490
C -2.510 -2.355 -4.164
H 0.414 0.330 1.402
H 4.232 -3.779 1.138
H -2.639 1.213 -1.069
H -0.571 -1.910 -1.199
H 1.244 4.392 1.099
H -2.233 2.655 -0.382
H 2.754 -2.323 0.801
H -1.436 0.455 1.316
H -2.317 0.272 -1.490
H -3.501 1.377 -0.024
H -0.434 -7.150 12.463
C 6.014 -4.925 -0.068
C 0.790 -11.816 5.071
H -0.409 -0.945 -0.375
H -0.492 0.239 1.561
H -1.747 2.856 -1.393
H -0.851 0.981 0.009
H -0.853 -0.176 -0.435
H -2.092 7.266 9.310
H 0.869 -0.389 -0.352

Computed Löwdin charges, given in elementary charges: O -0.0226; C -0.3112; N -0.0345; C -0.1041; H 0.1735; H 0.0486; C -0.1848; O -0.1180; C -0.1528; H 0.1029; C 0.0556; H 0.0664; H -0.0075; H 0.1334; H 0.2000; H 0.0603; N -0.1253; C -0.1273; H 0.1925; C -0.1562; N -0.1003; C -0.0636; H 0.1690; C -0.2343; O -0.0030; H -0.0275; C 0.0638; O -0.0704; C -0.4011; C 0.0333; C -0.2825; C -0.0491; C 0.0468; C -0.1082; C -0.1466; C -0.1421; C 0.0509; C -0.0513; H 0.1072; H 0.0335; H 0.1820; H 0.1248; H 0.0303; H 0.0789; H 0.1861; H 0.1432; H 0.0652; H 0.1957; H -0.0172; C -0.0839; C -0.3291; H 0.1490; H 0.1792; H 0.1910; H 0.1156; H 0.1405; H 0.0227; H 0.1127


> What is the formula in the second record?

C22H29N3O4


> Which of these has the lowest largest force on an atom?

C22H29I2IrN3O4Si